The following is a quantum chemistry calculation of 3 unconnected molecules or ions with the total composition C4H11N2O, from the OMol25 dataset.

Results
Kohn-Sham gap in eV: 4.05
Net charge: +1
ΔE to the lowest compared entry with this formula, charge and spin in eV: 4.826
LUMO in eV: -5.1

Geometry as XYZ:
```
18
Properties=species:S:1:pos:R:3:forces:R:3:nbo_charge:R:1
C 8.1894 -3.8493 -5.5175 0.4 -2.2 2.1 -0.51
C -6.9618 3.8185 5.5939 -1.4 0.7 1.4 -0.88
C 8.0717 -3.5906 -4.1813 1.8 -2.5 -1.3 0.01
C -5.7135 3.3552 5.6506 3.7 -4.0 -2.6 0.89
N -7.3480 2.8236 3.1022 -3.0 -0.7 1.2 -1.00
N 7.5253 -2.5749 -3.4937 -0.9 2.9 1.5 -0.84
O -4.8356 2.7077 5.2702 -1.3 2.0 1.8 -0.31
H -8.3382 2.5103 2.7699 2.6 0.2 1.0 0.45
H 7.7901 -3.3211 -6.3465 -0.3 0.8 -0.3 0.20
H 8.6201 -4.8700 -5.7631 -0.5 1.5 0.3 0.20
H -6.8616 4.8748 5.5719 -0.6 1.4 -0.1 0.32
H -7.4955 3.4662 6.4801 -0.4 0.1 -0.2 0.33
H -7.3169 3.3823 4.4134 -0.1 0.3 -0.4 0.39
H 8.4857 -4.3210 -3.4179 -0.1 0.5 -1.4 0.18
H -6.7085 2.1278 3.4592 -0.3 -1.0 -0.9 0.40
H -6.9315 3.3474 2.3854 0.8 0.9 -1.1 0.41
H 8.1594 -2.0159 -2.8912 -0.7 -0.9 -0.5 0.38
H 6.8390 -1.9740 -3.9286 0.3 -0.1 -0.3 0.37
```
Positions in Å, forces in eV/Å.

---

The following is a quantum chemistry calculation of a molecular structure, C11H21Cl2CrNO9, from the OMol25 dataset.

Results
Kohn-Sham gap (alpha / beta) in eV: 7.20 / 8.31
Net charge: 0
ΔE to the lowest compared entry with this formula, charge and spin in eV: 0.906
Multiplicity: 5
LUMO (alpha / beta) in eV: 0.2 / 0.2

Geometry as XYZ:
```
45
Properties=species:S:1:pos:R:3:forces:R:3:nbo_charge:R:1
Cr -0.3434 0.5300 -1.0415 0.2 0.8 -0.9 1.23
Cl -0.8976 2.6881 -2.1975 0.3 -0.8 0.5 -0.72
Cl -0.9528 -1.2553 -2.6921 -0.1 0.0 0.4 -0.80
C 2.2121 2.4172 3.0385 0.3 0.6 -0.1 -0.72
C 1.7008 2.0513 1.7241 0.0 -0.2 0.4 0.34
N 1.2922 1.7334 0.7042 -0.3 0.0 -0.2 -0.35
H 2.7201 1.5875 3.5229 -0.1 -0.1 0.0 0.26
H 1.4219 2.8153 3.6716 -0.1 -0.2 0.0 0.26
H 2.9364 3.2231 2.9069 0.0 -0.1 0.0 0.26
C -1.5753 -2.8794 1.0817 0.4 0.3 0.4 -0.26
O -0.1472 -3.1023 1.0133 -0.1 -0.3 -0.4 -0.50
C 0.5763 -2.1262 0.5026 0.8 -0.5 1.4 1.06
O 0.2528 -0.9706 0.3683 -0.5 0.0 -0.6 -0.66
O 1.8457 -2.4907 0.3476 0.0 0.9 -0.4 -0.49
C 2.3963 -3.6040 0.9920 0.9 -1.6 0.6 -0.26
H -1.9886 -3.1161 0.1051 -0.2 0.4 0.0 0.22
H -1.6938 -1.8526 1.4151 -0.5 0.0 -0.4 0.21
H -1.9667 -3.5431 1.8482 0.2 -0.2 -0.1 0.19
H 2.1227 -4.5727 0.5682 -0.4 0.3 -0.2 0.19
H 2.2174 -3.6718 2.0677 -0.5 0.4 -0.1 0.19
H 3.4818 -3.5522 0.9017 -0.1 0.4 -0.3 0.20
C 2.6117 -1.7992 -2.9626 -1.4 -1.0 1.0 -0.28
O 3.2339 -0.5426 -3.0989 0.9 0.0 -1.0 -0.48
C 2.6700 0.5352 -2.6107 -0.3 0.0 -0.3 1.03
O 1.6679 0.5774 -1.9446 -0.4 -0.1 0.5 -0.68
O 3.3789 1.5808 -2.9833 0.8 0.2 -0.3 -0.48
C 2.9766 2.8573 -2.4971 -0.4 0.2 1.2 -0.26
H 1.5887 -1.8648 -3.3428 0.0 0.7 0.0 0.24
H 2.5407 -2.0202 -1.8948 0.1 -0.2 -0.1 0.19
H 3.1384 -2.6026 -3.4712 0.7 0.5 0.0 0.19
H 3.8017 3.5630 -2.5480 0.1 -0.3 -0.7 0.19
H 2.7769 2.7848 -1.4244 -0.4 -0.1 -0.1 0.19
H 2.0806 3.1995 -3.0085 0.0 0.1 0.0 0.22
C -4.6393 -0.1325 2.3823 -0.9 -0.2 0.9 -0.26
O -3.5112 -0.3093 1.5492 0.6 0.1 -0.4 -0.50
C -3.1644 0.6523 0.6861 -0.5 0.4 0.7 1.04
O -2.0938 0.6911 0.1494 0.5 -0.5 -0.2 -0.66
O -4.0896 1.5689 0.5754 -0.4 -0.3 -0.4 -0.50
C -3.9387 2.5904 -0.4263 -0.3 1.4 0.3 -0.28
H -4.5567 -0.8926 3.1582 0.2 0.0 0.0 0.20
H -5.6083 -0.2970 1.9077 0.3 0.0 -0.5 0.19
H -4.6826 0.8441 2.8637 0.3 0.0 -0.2 0.20
H -3.3212 2.3807 -1.2969 0.0 -0.6 0.2 0.26
H -3.5113 3.4625 0.0726 0.2 -0.1 -0.1 0.19
H -4.9595 2.8638 -0.6836 0.0 -0.2 -0.2 0.19
```
Positions in Å, forces in eV/Å.

---

The following is a quantum chemistry calculation of a molecular structure, AlH8O4, from the OMol25 dataset.

Results
Kohn-Sham gap in eV: 4.54
Net charge: +3
ΔE to the lowest compared entry with this formula, charge and spin in eV: 6.718
LUMO in eV: -20.6

Geometry as XYZ:
```
13
Properties=species:S:1:pos:R:3:forces:R:3:nbo_charge:R:1
Al -16.0820 5.9444 -35.8151 -2.1 -1.0 -0.2 1.95
O -16.4112 6.4635 -38.6287 -0.3 0.5 0.9 -0.80
H -16.8104 5.8390 -39.2703 0.2 -0.3 0.3 0.55
H -15.8417 7.0603 -39.1669 0.3 -0.2 0.3 0.56
O -18.2181 4.6145 -37.1340 1.0 0.3 -0.4 -0.90
H -19.1607 4.7983 -37.3275 0.0 0.2 0.5 0.56
H -18.0426 3.7344 -37.5249 0.0 -0.1 0.4 0.54
O -18.4932 5.7750 -34.2081 0.1 -0.3 -1.0 -0.83
H -18.6743 5.0040 -33.6376 0.1 0.2 0.1 0.53
H -19.2497 6.3843 -34.0563 0.4 0.3 0.1 0.56
O -15.9046 5.0727 -33.0318 -0.2 0.9 -0.4 -0.80
H -16.6131 4.5216 -32.6454 0.2 -0.4 -0.2 0.53
H -15.1601 5.0146 -32.3886 0.2 -0.1 -0.4 0.56
```
Positions in Å, forces in eV/Å.

---

The following is a quantum chemistry calculation of 4 unconnected molecules or ions with the total composition C28H73BN12O6P4, from the OMol25 dataset.

Results
Kohn-Sham gap in eV: 6.87
Net charge: 0
LUMO in eV: -0.7
SMILES string: CC[C@@H](C)[C@@]1([PH2]=N)[C@@H](OC#N)NC(=O)[C@H]1B(C)O.CN(C)P(=O)(N(C)C)N(C)C.CN(C)P(=O)(N(C)C)N(C)C.CN(C)P(=O)(N(C)C)N(C)C

Geometry as XYZ:
```
124
Properties=species:S:1:pos:R:3:forces:R:3:lowdin_charge:R:1
C -2.7556 -2.3013 2.0354 0.0 -0.5 1.0 -0.11
C -1.9462 -1.6805 3.3206 -0.6 0.1 -1.1 -0.19
C -1.3027 -0.2282 2.9450 -1.5 -0.5 0.4 -0.32
C -2.4544 0.8681 3.1967 0.5 0.8 -1.2 -0.07
C 0.1001 0.0718 3.6776 -0.2 -0.7 -0.7 -0.34
P 1.4043 -0.4429 2.3323 1.9 1.7 -0.6 0.82
N 2.3422 0.7738 1.8555 0.3 -1.1 0.6 -0.31
C 0.5158 1.5690 4.0717 2.7 -0.6 0.9 -0.25
O -0.3257 2.3503 4.9928 -1.9 3.6 -2.9 -0.04
C -0.7280 3.5209 4.2642 -1.1 0.8 -1.9 -0.22
N -1.0824 4.3996 3.4998 2.0 -4.6 4.4 0.16
N 1.7228 1.2940 4.9464 0.8 -1.7 -0.6 0.12
C 2.0263 -0.1113 5.2386 0.6 -0.3 -0.4 -0.37
O 3.1018 -0.6656 5.6144 -4.2 2.8 -1.3 0.04
C 0.5880 -0.8269 4.9178 1.4 0.6 0.1 -0.12
B -0.1664 -0.7420 6.3598 0.0 -0.7 1.5 -0.36
C -1.5973 -0.0446 6.6762 -0.5 -0.8 0.9 -0.01
O 0.5076 -1.4069 7.4852 -0.3 2.2 -1.6 0.04
H -3.8926 -2.1867 2.1758 1.8 0.0 -0.5 0.07
H -2.4215 -1.8383 1.0407 -0.5 -0.8 1.5 0.07
H -2.5516 -3.4445 2.0521 -0.4 1.9 -0.4 0.08
H -2.7515 -1.5327 4.1397 1.7 -0.4 -1.0 0.11
H -1.1645 -2.4684 3.5965 -1.0 1.3 0.0 0.10
H -1.1470 -0.2677 1.7940 -0.1 0.3 2.0 0.10
H -2.6182 1.1535 4.2906 0.2 -0.6 -1.6 0.07
H -2.1269 1.8253 2.6232 -0.7 -1.4 1.1 0.08
H -3.4405 0.5383 2.6825 1.7 0.4 1.0 0.10
H 0.7728 -0.9865 1.1641 -0.4 -0.1 0.9 0.02
H 2.2729 -1.4720 2.8555 -1.1 0.1 -0.1 0.04
H 3.3196 0.5071 2.1003 -0.9 0.6 -0.3 -0.03
H 0.7770 2.3292 3.2583 -0.1 -1.9 0.6 0.15
H 2.5075 1.9524 4.8506 -0.5 -0.6 0.1 0.15
H 0.8342 -1.9009 4.6106 -0.5 1.5 0.6 0.14
H -1.5220 1.0816 6.9056 -0.1 -1.7 -0.7 0.09
H -2.3794 -0.2930 5.8788 1.1 0.8 1.0 0.05
H -1.9831 -0.5300 7.6587 0.7 0.8 -1.6 0.09
H 1.2611 -0.8465 7.7981 -0.6 -1.0 -0.4 0.11
C -6.6840 0.6514 -0.8607 -0.5 -0.1 -0.1 -0.13
N -5.9025 -0.4985 -1.2708 1.4 1.2 -0.9 -0.36
C -4.4938 -0.2576 -0.9453 0.0 -0.3 -0.1 -0.15
P -6.3819 -2.1345 -1.0456 -4.1 5.5 1.3 0.75
O -6.0514 -2.1404 0.4598 2.1 -3.0 -1.3 -0.32
N -8.0638 -2.3600 -0.8132 -1.2 -1.7 0.3 -0.35
C -9.0666 -1.3195 -0.8312 0.0 0.1 -0.7 -0.14
C -8.4312 -3.3798 0.1700 0.4 0.1 0.2 -0.15
N -6.7326 -2.1882 -2.7791 1.1 -1.6 0.5 -0.29
C -6.2048 -1.3002 -3.8020 0.8 0.2 -0.3 -0.11
C -7.3951 -3.3624 -3.3345 0.0 -0.5 0.1 -0.13
H -6.1560 1.5872 -1.0752 0.3 -0.3 0.0 0.08
H -6.9178 0.6329 0.2109 -0.1 0.1 0.0 0.08
H -7.6040 0.7310 -1.4407 -0.1 -0.1 0.2 0.06
H -3.8665 -1.0631 -1.3459 0.0 0.0 0.1 0.08
H -4.3271 -0.1966 0.1348 0.1 -0.1 0.1 0.06
H -4.1361 0.6683 -1.4082 -0.2 -0.1 0.0 0.08
H -8.9591 -0.6309 0.0126 0.0 0.1 0.0 0.08
H -10.0773 -1.7394 -0.7798 0.2 -0.2 0.1 0.08
H -9.0421 -0.7689 -1.7745 0.1 0.1 0.1 0.07
H -8.4056 -2.9848 1.1919 0.0 -0.1 0.1 0.08
H -7.7481 -4.2315 0.1143 0.0 0.1 0.1 0.07
H -9.4338 -3.7732 -0.0255 0.0 0.2 -0.2 0.08
H -6.7386 -0.3456 -3.7961 0.2 0.0 0.2 0.09
H -6.3195 -1.7102 -4.8111 -0.1 -0.3 0.2 0.08
H -5.1361 -1.1197 -3.6706 -0.2 0.2 0.0 0.08
H -8.4146 -3.1089 -3.6430 0.1 0.0 0.0 0.09
H -7.4540 -4.1758 -2.6079 -0.1 0.2 0.0 0.07
H -6.8602 -3.7679 -4.1991 0.0 0.1 0.0 0.08
C -0.3820 5.1372 -1.7893 0.3 0.1 -0.4 -0.13
N 0.2482 3.9035 -1.3643 0.0 0.7 2.0 -0.36
C -0.4602 3.3865 -0.1900 0.2 -0.3 -0.1 -0.16
P 0.7900 2.6666 -2.4301 -2.1 6.2 -2.0 0.75
O -0.6287 2.1313 -2.7087 1.8 -3.1 1.3 -0.33
N 1.0592 3.1749 -4.0439 0.6 -1.0 -1.7 -0.35
C 0.9060 4.5224 -4.5421 0.6 0.3 0.4 -0.14
C 0.6603 2.2204 -5.0782 -0.3 -0.2 0.3 -0.15
N 2.4392 3.2162 -2.1048 -0.2 -1.9 0.1 -0.28
C 2.8874 3.9938 -0.9622 0.0 -0.1 0.9 -0.11
C 3.5430 2.6517 -2.8742 0.3 -0.5 -0.1 -0.13
H -0.6738 5.7508 -0.9296 0.0 -0.4 0.1 0.08
H -1.2779 4.9574 -2.3963 -0.1 0.1 -0.1 0.08
H 0.3175 5.7697 -2.3370 -0.1 -0.1 -0.2 0.06
H 0.0649 2.5141 0.2186 0.0 0.0 -0.1 0.06
H -1.4867 3.0902 -0.4277 -0.1 -0.1 0.0 0.07
H -0.4871 4.1318 0.6125 0.1 0.1 -0.2 0.06
H -0.1384 4.8499 -4.5264 -0.1 0.1 0.0 0.08
H 1.2563 4.6069 -5.5769 0.0 -0.3 0.1 0.08
H 1.5300 5.2207 -3.9796 -0.2 0.0 0.1 0.07
H -0.4109 2.2885 -5.3007 0.0 -0.1 -0.1 0.08
H 0.8806 1.1971 -4.7627 -0.2 0.1 0.0 0.07
H 1.2189 2.3862 -6.0049 0.1 0.2 0.1 0.08
H 2.6374 5.0507 -1.0936 -0.2 -0.1 0.0 0.08
H 3.9732 3.9492 -0.8266 -0.1 -0.3 -0.3 0.08
H 2.4527 3.6305 -0.0286 0.0 0.2 -0.1 0.07
H 3.9586 3.4071 -3.5496 -0.1 0.0 0.0 0.09
H 3.2225 1.7991 -3.4766 0.0 0.2 0.0 0.07
H 4.3454 2.2806 -2.2298 -0.1 0.0 0.0 0.06
C 7.5511 -2.1935 -3.0421 -0.3 -0.4 0.1 -0.13
N 7.5618 -1.3537 -1.8607 2.1 0.2 -0.1 -0.36
C 8.3538 -0.1520 -2.1375 -0.2 0.1 0.3 -0.15
P 6.1916 -1.0501 -0.8672 0.0 -4.7 -5.2 0.76
O 5.5449 -0.0635 -1.8570 0.3 2.2 3.2 -0.31
N 4.9381 -2.2080 -1.0059 -1.9 -0.3 0.9 -0.35
C 4.9656 -3.3925 -1.8336 0.5 -0.4 0.4 -0.13
C 3.5798 -1.6643 -0.9691 0.2 0.5 -0.1 -0.15
N 6.9103 -2.1414 0.3260 -0.6 1.7 0.9 -0.29
C 8.3093 -2.5229 0.4257 0.7 0.4 0.1 -0.11
C 6.1340 -2.5208 1.5009 -0.3 0.2 0.4 -0.13
H 8.5320 -2.2044 -3.5305 0.0 0.3 0.2 0.08
H 6.8098 -1.8623 -3.7795 0.0 -0.1 -0.1 0.09
H 7.3765 -3.2382 -2.7825 -0.2 0.1 0.0 0.06
H 8.4709 0.4460 -1.2258 -0.1 0.0 -0.1 0.07
H 7.8909 0.4766 -2.9040 0.0 0.1 0.0 0.08
H 9.3659 -0.4151 -2.4637 -0.1 -0.2 0.0 0.08
H 4.9690 -3.1481 -2.9003 0.1 -0.1 -0.1 0.08
H 4.0918 -4.0275 -1.6496 -0.1 0.3 0.1 0.08
H 5.8236 -4.0223 -1.5869 0.1 0.1 -0.2 0.07
H 3.2669 -1.2953 -1.9527 -0.1 0.1 0.0 0.08
H 3.5141 -0.8377 -0.2560 0.0 0.0 -0.2 0.04
H 2.8589 -2.4185 -0.6362 0.2 -0.2 0.0 0.07
H 8.5536 -3.2886 -0.3161 -0.1 0.2 -0.1 0.09
H 8.5571 -2.9515 1.4027 -0.4 0.1 0.0 0.08
H 8.9737 -1.6663 0.2961 0.0 -0.2 -0.1 0.08
H 5.8520 -3.5771 1.4410 0.0 0.0 0.0 0.09
H 5.2188 -1.9309 1.5893 0.1 -0.2 -0.2 0.06
H 6.6877 -2.3603 2.4312 0.1 0.0 -0.1 0.08
```
Positions in Å, forces in eV/Å.